No. 1
DFT (ωB97M-V/def2-TZVPD) results for a molecular structure, C28H34CrF4O33Zn at a distorted geometry.

The calculation puts the largest force on an atom at 9.0 eV/Å. Its LUMO energy (spin up / spin down) is -0.1388 / -0.1130 Ha. The calculation puts the HOMO-LUMO gap (spin up / spin down) at 6.1731 / 6.8747 eV. The multiplicity is 5. Its energy is -184863.8448 eV.

Positions of all 101 atoms, in Å:
Cr (35.187, 1.320, 0.262)
Zn (31.633, 0.109, 1.989)
O (31.371, 2.376, -1.567)
C (31.931, 1.784, -0.538)
O (31.227, 1.290, 0.329)
O (33.121, 1.828, -0.562)
H (32.252, 2.519, -1.920)
O (34.169, -2.756, 0.429)
C (33.556, -1.641, 0.888)
O (34.212, -0.597, 1.058)
O (32.362, -1.629, 1.152)
H (33.310, -3.180, 0.480)
O (33.990, 2.848, 4.196)
C (33.753, 2.294, 3.004)
O (32.815, 1.482, 2.850)
O (34.595, 2.382, 2.040)
H (34.781, 3.378, 4.074)
O (29.431, -2.039, 4.303)
C (30.176, -1.260, 3.575)
O (31.328, -0.945, 3.902)
O (29.783, -0.555, 2.640)
H (30.113, -2.223, 4.953)
C (27.861, 3.479, 0.612)
C (26.898, 2.448, 0.132)
C (27.326, 1.125, -0.476)
O (26.768, 0.112, 0.174)
C (26.305, 0.557, 1.342)
O (25.801, -0.186, 2.167)
O (26.266, 1.960, 1.342)
H (28.525, 3.903, -0.141)
H (28.375, 3.048, 1.471)
H (27.222, 4.299, 0.939)
H (26.069, 2.941, -0.376)
H (28.387, 0.934, -0.316)
H (27.353, 1.074, -1.565)
C (27.767, 1.762, 5.098)
C (28.982, 2.343, 5.874)
C (29.839, 3.435, 5.330)
O (29.608, 4.463, 6.245)
C (28.987, 4.037, 7.372)
O (28.889, 4.578, 8.487)
O (28.462, 2.828, 7.113)
H (26.840, 2.335, 5.077)
H (27.522, 0.799, 5.546)
H (28.081, 1.709, 4.055)
H (29.624, 1.489, 6.090)
H (29.316, 3.806, 4.449)
H (30.890, 3.285, 5.080)
C (31.700, -8.596, 2.210)
C (32.840, -7.505, 2.362)
C (33.935, -7.447, 1.259)
O (33.475, -6.439, 0.307)
C (32.633, -5.673, 1.046)
O (32.320, -4.519, 0.797)
O (32.277, -6.248, 2.244)
H (31.272, -8.518, 1.211)
H (30.863, -8.225, 2.801)
H (31.848, -9.629, 2.527)
H (33.204, -7.706, 3.369)
H (34.087, -8.443, 0.843)
H (34.918, -7.126, 1.603)
C (32.680, -3.907, 4.257)
C (32.775, -3.259, 5.620)
O (33.752, -4.073, 6.247)
C (34.410, -4.754, 5.323)
O (35.350, -5.492, 5.527)
O (33.942, -4.490, 4.156)
F (31.568, -3.287, 6.229)
H (32.582, -3.242, 3.399)
H (31.889, -4.645, 4.126)
H (33.176, -2.247, 5.564)
C (29.349, -2.890, 0.184)
C (29.506, -1.577, -0.584)
O (28.467, -1.464, -1.466)
C (27.794, -2.618, -1.317)
O (26.683, -2.797, -1.919)
O (28.297, -3.509, -0.501)
F (30.607, -1.838, -1.177)
H (29.156, -2.816, 1.254)
H (30.102, -3.661, 0.024)
H (29.474, -0.717, 0.085)
C (32.015, 5.448, 1.569)
C (30.779, 4.672, 1.163)
O (29.812, 5.738, 1.246)
C (30.392, 6.765, 1.981)
O (29.865, 7.849, 2.239)
O (31.627, 6.576, 2.360)
F (30.693, 3.860, 2.170)
H (32.400, 5.922, 0.666)
H (32.764, 4.775, 1.988)
H (30.840, 4.079, 0.250)
C (30.652, 0.531, -3.701)
C (30.273, -0.647, -4.516)
O (31.428, -1.375, -4.445)
C (32.458, -0.759, -4.061)
O (33.622, -1.206, -4.128)
O (32.090, 0.408, -3.593)
F (30.109, -0.184, -5.701)
H (30.195, 0.685, -2.724)
H (30.393, 1.507, -4.112)
H (29.398, -1.099, -4.049)

No. 2
DFT (ωB97M-V/def2-TZVPD) results for a molecular structure, C28H34GeN4O2Sr at a distorted geometry.

The calculation puts the largest force on an atom at 4.0 eV/Å. Its LUMO energy (spin up / spin down) is -0.0742 / -0.1762 Ha. The calculation puts the HOMO-LUMO gap (spin up / spin down) at 8.9546 / 6.5298 eV. The net charge is +1. The multiplicity is 2. Its energy is -96991.1096 eV.

Positions of all 70 atoms, in Å:
Sr (0.902, -1.817, -0.230)
N (0.526, -2.773, -3.151)
C (1.177, -4.082, -3.248)
C (2.540, -4.090, -2.556)
C (2.318, -3.404, -1.213)
O (1.498, -3.897, -0.424)
O (2.830, -2.282, -1.055)
H (-0.397, -2.824, -3.574)
H (1.067, -2.089, -3.676)
H (1.326, -4.388, -4.293)
H (0.523, -4.807, -2.760)
H (3.273, -3.509, -3.117)
H (2.891, -5.110, -2.421)
C (2.231, 2.412, 3.661)
C (1.199, 2.384, 2.547)
N (1.206, 1.050, 1.993)
C (1.383, -0.086, 2.722)
N (1.192, -1.223, 2.109)
C (1.461, -2.461, 2.827)
C (2.503, -2.258, 3.919)
C (2.016, -1.137, 4.821)
N (1.770, 0.042, 4.014)
C (1.851, 1.335, 4.666)
H (2.264, 3.387, 4.142)
H (3.214, 2.188, 3.246)
H (1.455, 3.088, 1.751)
H (0.207, 2.652, 2.938)
H (0.780, 0.920, 1.087)
H (1.816, -3.201, 2.109)
H (0.522, -2.838, 3.261)
H (3.453, -1.971, 3.462)
H (2.651, -3.175, 4.485)
H (2.774, -0.894, 5.570)
H (1.101, -1.439, 5.345)
H (2.607, 1.272, 5.453)
H (0.890, 1.580, 5.137)
C (-4.497, -0.643, -4.274)
C (-3.183, -0.655, -4.718)
C (-2.152, -0.434, -3.824)
C (-2.425, -0.194, -2.482)
C (-3.746, -0.186, -2.043)
C (-4.777, -0.399, -2.940)
Ge (-0.957, 0.223, -1.213)
C (-1.862, 0.862, 0.449)
C (-2.144, 2.210, 0.636)
C (-2.813, 2.632, 1.774)
C (-3.212, 1.709, 2.726)
C (-2.949, 0.362, 2.540)
C (-2.265, -0.056, 1.413)
C (0.046, 1.752, -2.015)
C (-0.630, 2.649, -2.839)
C (0.036, 3.741, -3.367)
C (1.372, 3.949, -3.075)
C (2.054, 3.059, -2.263)
C (1.394, 1.958, -1.745)
H (-5.302, -0.822, -4.969)
H (-2.966, -0.839, -5.759)
H (-1.123, -0.422, -4.167)
H (-3.961, 0.014, -1.001)
H (-5.800, -0.378, -2.593)
H (-1.841, 2.932, -0.115)
H (-3.026, 3.680, 1.919)
H (-3.727, 2.040, 3.614)
H (-3.282, -0.361, 3.268)
H (-2.042, -1.112, 1.268)
H (-1.678, 2.487, -3.063)
H (-0.486, 4.425, -4.019)
H (1.883, 4.805, -3.489)
H (3.100, 3.220, -2.047)
H (1.943, 1.236, -1.137)

No. 3
DFT (ωB97M-V/def2-TZVPD) results for a molecular structure, C28H34IrN4O5S2 at a distorted geometry.

The calculation puts the largest force on an atom at 2.8 eV/Å. Its LUMO energy (spin up / spin down) is -0.1380 / -0.1381 Ha. The calculation puts the HOMO-LUMO gap (spin up / spin down) at 6.5062 / 6.5046 eV. The net charge is +1. Its energy is -70289.7905 eV.

Positions of all 74 atoms, in Å:
Ir (0.956, -0.453, -0.820)
C (4.875, 4.844, 1.364)
C (3.833, 4.002, 0.668)
C (2.501, 4.354, 0.670)
C (1.521, 3.559, 0.050)
C (0.151, 3.961, 0.065)
N (-0.863, 3.366, -0.477)
C (-2.194, 4.007, -0.464)
C (-3.375, 3.054, -0.566)
C (-3.529, 2.054, 0.586)
N (-2.988, 0.734, 0.250)
C (-3.585, -0.378, 0.481)
C (-3.007, -1.682, 0.323)
C (-3.790, -2.822, 0.526)
C (-3.263, -4.100, 0.476)
C (-4.111, -5.316, 0.761)
C (-1.900, -4.220, 0.209)
C (-1.075, -3.125, -0.017)
C (0.356, -3.319, -0.141)
N (1.234, -2.423, -0.399)
C (2.649, -2.767, -0.188)
C (3.496, -2.688, -1.455)
C (3.362, -1.380, -2.259)
N (2.862, -0.249, -1.465)
C (3.651, 0.717, -1.184)
C (3.250, 1.957, -0.532)
C (4.187, 2.809, 0.020)
C (1.882, 2.326, -0.522)
O (0.949, 1.602, -1.029)
C (-1.627, -1.820, 0.018)
O (-0.942, -0.756, -0.142)
H (4.430, 5.744, 1.784)
H (5.666, 5.146, 0.676)
H (5.341, 4.284, 2.177)
H (2.195, 5.271, 1.165)
H (-0.078, 4.884, 0.594)
H (-0.714, 2.501, -1.038)
H (-2.244, 4.701, -1.304)
H (-2.262, 4.597, 0.452)
H (-3.336, 2.490, -1.504)
H (-4.265, 3.684, -0.600)
H (-4.580, 1.920, 0.835)
H (-3.016, 2.405, 1.486)
H (-2.050, 0.674, -0.171)
H (-4.608, -0.315, 0.842)
H (-4.851, -2.695, 0.720)
H (-5.172, -5.086, 0.679)
H (-3.925, -5.682, 1.773)
H (-3.877, -6.130, 0.075)
H (-1.452, -5.211, 0.198)
H (0.715, -4.329, 0.061)
H (2.731, -3.771, 0.229)
H (3.038, -2.075, 0.560)
H (3.228, -3.520, -2.107)
H (4.536, -2.820, -1.155)
H (2.655, -1.532, -3.074)
H (4.322, -1.115, -2.700)
H (4.694, 0.630, -1.488)
H (5.233, 2.516, -0.012)
C (-1.990, -0.812, -3.700)
C (-2.135, 0.394, -2.784)
O (-3.251, 0.930, -2.676)
O (-1.082, 0.760, -2.147)
H (-2.794, -0.814, -4.432)
H (-2.062, -1.719, -3.091)
H (-1.019, -0.797, -4.196)
C (0.875, -2.392, 4.121)
O (0.860, -1.640, 2.892)
C (0.759, -0.324, 2.978)
S (0.615, 0.578, 4.334)
S (0.763, 0.576, 1.512)
H (0.891, -3.435, 3.822)
H (-0.012, -2.174, 4.709)
H (1.763, -2.145, 4.700)

No. 4
DFT (ωB97M-V/def2-TZVPD) results for a molecular structure, C28H34IrN6O4PS5.

The calculation puts the largest force on an atom at 0.6 eV/Å. Its LUMO energy is -0.0155 Ha. The calculation puts the HOMO-LUMO gap at 7.3737 eV. Its energy is -113028.1532 eV.

Positions of all 79 atoms, in Å:
Ir (0.570, 1.358, -0.123)
S (0.710, 2.168, 2.075)
C (2.039, 1.082, 2.032)
N (2.035, 0.319, 0.960)
C (3.234, -0.349, 0.769)
C (3.552, -1.187, -0.293)
C (4.800, -1.782, -0.305)
C (5.713, -1.561, 0.729)
C (5.396, -0.736, 1.794)
C (4.151, -0.123, 1.801)
S (3.491, 1.004, 2.968)
H (2.827, -1.357, -1.078)
H (5.073, -2.431, -1.126)
H (6.683, -2.037, 0.695)
H (6.105, -0.565, 2.593)
C (-6.901, -1.667, 2.009)
C (-5.467, -1.229, 2.279)
C (-4.604, -1.396, 1.038)
N (-3.256, -0.865, 1.242)
C (-2.506, -0.164, 0.398)
S (-0.817, -0.325, 0.594)
N (-3.079, 0.515, -0.621)
C (-4.285, 1.262, -0.665)
O (-4.766, 1.495, -1.744)
C (-4.854, 1.765, 0.611)
C (-6.238, 1.904, 0.694)
C (-6.809, 2.424, 1.842)
C (-5.996, 2.838, 2.892)
C (-4.617, 2.734, 2.793)
C (-4.042, 2.186, 1.656)
H (-7.497, -1.632, 2.920)
H (-6.940, -2.689, 1.625)
H (-7.371, -1.011, 1.275)
H (-5.044, -1.821, 3.096)
H (-5.441, -0.184, 2.589)
H (-5.067, -0.897, 0.190)
H (-4.512, -2.455, 0.778)
H (-2.753, -1.221, 2.042)
H (-2.463, 0.742, -1.394)
H (-6.848, 1.603, -0.149)
H (-7.884, 2.524, 1.915)
H (-6.442, 3.263, 3.782)
H (-3.978, 3.100, 3.586)
H (-2.963, 2.157, 1.569)
N (1.521, -0.225, -4.057)
C (1.610, 0.553, -2.961)
O (0.821, 0.308, -2.003)
C (2.588, 1.596, -2.942)
C (2.576, 2.282, -1.732)
N (2.276, 2.634, -0.668)
C (3.414, 1.885, -4.045)
N (4.044, 2.097, -4.989)
H (2.116, -0.074, -4.853)
H (0.796, -0.919, -4.092)
C (0.675, 5.586, -2.981)
C (0.161, 6.222, -1.703)
C (1.142, 6.142, -0.552)
O (-1.143, 5.673, -1.381)
P (-1.580, 4.434, -0.479)
S (-1.258, 4.601, 1.414)
S (-0.900, 2.694, -1.383)
O (-3.144, 4.439, -0.769)
C (-3.894, 4.717, -1.981)
C (-3.273, 4.147, -3.240)
C (-4.149, 6.210, -2.070)
H (1.568, 6.112, -3.321)
H (-0.078, 5.643, -3.767)
H (0.921, 4.540, -2.819)
H (-0.068, 7.272, -1.898)
H (1.409, 5.111, -0.324)
H (0.728, 6.594, 0.348)
H (2.050, 6.679, -0.834)
H (-4.836, 4.197, -1.797)
H (-2.303, 4.600, -3.444)
H (-3.938, 4.365, -4.078)
H (-3.155, 3.067, -3.170)
H (-3.233, 6.741, -2.330)
H (-4.513, 6.589, -1.116)
H (-4.901, 6.410, -2.836)

No. 5
DFT (ωB97M-V/def2-TZVPD) results for a molecular structure, C28H34IrN6O4PS5.

The calculation puts the largest force on an atom at 0.6 eV/Å. Its LUMO energy (spin up / spin down) is -0.0086 / -0.0844 Ha. The calculation puts the HOMO-LUMO gap (spin up / spin down) at 7.0469 / 5.7821 eV. The multiplicity is 5. Its energy is -113025.2288 eV.

Positions of all 79 atoms, in Å:
Ir (-0.632, 0.842, -1.664)
S (-2.053, -0.227, -3.325)
C (-2.469, 1.425, -3.658)
N (-2.038, 2.315, -2.806)
C (-2.286, 3.609, -3.220)
C (-1.907, 4.767, -2.546)
C (-2.239, 5.985, -3.105)
C (-2.943, 6.058, -4.311)
C (-3.325, 4.914, -4.986)
C (-2.983, 3.685, -4.432)
S (-3.282, 2.078, -5.039)
H (-1.361, 4.689, -1.615)
H (-1.947, 6.899, -2.604)
H (-3.190, 7.026, -4.726)
H (-3.864, 4.974, -5.921)
C (-3.116, -1.117, 6.014)
C (-3.275, -1.093, 4.500)
C (-2.759, 0.215, 3.920)
N (-2.852, 0.241, 2.462)
C (-1.961, 0.690, 1.581)
S (-2.523, 1.168, 0.045)
N (-0.657, 0.827, 1.923)
C (0.166, -0.016, 2.692)
O (1.205, 0.428, 3.116)
C (-0.220, -1.448, 2.871)
C (0.200, -2.085, 4.037)
C (-0.087, -3.425, 4.233)
C (-0.763, -4.142, 3.251)
C (-1.154, -3.517, 2.076)
C (-0.895, -2.167, 1.890)
H (-3.536, -2.029, 6.436)
H (-3.621, -0.269, 6.482)
H (-2.061, -1.076, 6.292)
H (-4.328, -1.214, 4.231)
H (-2.733, -1.925, 4.049)
H (-1.728, 0.385, 4.215)
H (-3.344, 1.054, 4.311)
H (-3.774, 0.102, 2.072)
H (-0.127, 1.521, 1.360)
H (0.752, -1.518, 4.775)
H (0.226, -3.917, 5.145)
H (-0.972, -5.194, 3.398)
H (-1.641, -4.074, 1.286)
H (-1.192, -1.700, 0.960)
N (1.966, 4.148, 0.633)
C (1.430, 3.392, -0.346)
O (0.478, 2.608, -0.081)
C (1.962, 3.507, -1.666)
C (1.390, 2.651, -2.605)
N (0.824, 1.867, -3.254)
C (3.010, 4.403, -1.967)
N (3.888, 5.131, -2.140)
H (2.761, 4.737, 0.455)
H (1.657, 3.998, 1.577)
C (3.627, -0.952, -3.059)
C (2.703, -2.113, -3.365)
C (1.590, -1.740, -4.315)
O (2.232, -2.689, -2.105)
P (0.919, -2.459, -1.247)
S (-0.780, -3.050, -1.922)
S (0.967, -0.440, -0.655)
O (1.281, -3.244, 0.076)
C (2.531, -3.422, 0.798)
C (3.304, -2.133, 0.988)
C (3.348, -4.518, 0.143)
H (4.108, -0.622, -3.981)
H (4.403, -1.249, -2.353)
H (3.071, -0.110, -2.650)
H (3.280, -2.937, -3.788)
H (1.007, -0.904, -3.935)
H (0.921, -2.579, -4.502)
H (2.038, -1.426, -5.259)
H (2.179, -3.768, 1.772)
H (3.635, -1.721, 0.034)
H (4.188, -2.347, 1.591)
H (2.710, -1.382, 1.508)
H (3.753, -4.184, -0.811)
H (2.732, -5.400, -0.028)
H (4.176, -4.793, 0.799)

No. 6
DFT (ωB97M-V/def2-TZVPD) results for a molecular structure, C28H34N2O3SbSc at a distorted geometry.

The calculation puts the largest force on an atom at 1.0 eV/Å. Its LUMO energy is -0.2272 Ha. The calculation puts the HOMO-LUMO gap at 7.8660 eV. The net charge is +2. Its energy is -65936.1389 eV.

Positions of all 69 atoms, in Å:
Sc (0.947, 0.289, 0.835)
C (-1.563, 2.304, 2.756)
C (-0.064, 2.269, 2.925)
C (0.492, 3.419, 3.721)
O (0.581, 2.267, 1.543)
C (0.462, 0.916, 3.407)
O (1.120, 0.730, 4.380)
O (0.172, -0.071, 2.492)
H (-1.859, 3.232, 2.266)
H (-2.032, 2.288, 3.742)
H (-1.936, 1.453, 2.187)
H (0.154, 4.368, 3.302)
H (1.578, 3.401, 3.772)
H (0.109, 3.357, 4.740)
H (0.656, 3.165, 1.198)
C (-1.163, 3.078, -2.436)
C (-2.336, 2.222, -2.829)
C (-3.331, 2.744, -3.650)
C (-4.410, 1.971, -4.052)
C (-4.520, 0.651, -3.646)
C (-3.544, 0.106, -2.826)
C (-2.468, 0.892, -2.418)
Sb (-0.977, -0.006, -1.283)
C (-0.050, -1.395, -2.564)
C (-0.837, -2.374, -3.166)
C (-0.269, -3.311, -4.016)
C (1.094, -3.264, -4.268)
C (1.881, -2.294, -3.666)
C (1.325, -1.352, -2.806)
C (2.235, -0.353, -2.139)
C (-1.982, -1.290, 0.067)
C (-3.293, -0.984, 0.436)
C (-3.948, -1.733, 1.402)
C (-3.288, -2.783, 2.021)
C (-1.972, -3.067, 1.688)
C (-1.301, -2.327, 0.719)
C (0.130, -2.704, 0.436)
H (-1.282, 4.094, -2.807)
H (-0.225, 2.697, -2.851)
H (-1.052, 3.141, -1.350)
H (-3.256, 3.771, -3.984)
H (-5.167, 2.404, -4.692)
H (-5.358, 0.046, -3.966)
H (-3.635, -0.926, -2.510)
H (-1.904, -2.420, -2.976)
H (-0.886, -4.068, -4.481)
H (1.547, -3.985, -4.936)
H (2.944, -2.268, -3.872)
H (3.236, -0.380, -2.569)
H (2.417, -0.604, -1.077)
H (1.886, 0.680, -2.209)
H (-3.822, -0.165, -0.035)
H (-4.970, -1.500, 1.670)
H (-3.789, -3.373, 2.775)
H (-1.454, -3.872, 2.194)
H (0.578, -3.229, 1.278)
H (0.828, -1.856, 0.230)
H (0.259, -3.291, -0.476)
C (6.332, -0.018, 2.181)
N (4.970, -0.068, 2.763)
C (4.806, -0.158, 4.235)
C (3.941, 0.025, 2.008)
N (2.997, 0.092, 1.321)
H (6.879, -0.890, 2.532)
H (6.821, 0.898, 2.505)
H (6.257, -0.042, 1.098)
H (5.345, -1.039, 4.575)
H (3.748, -0.249, 4.468)
H (5.217, 0.742, 4.686)